No. 1
The following is a DFT calculation (the ωB97M-V functional and the def2-TZVPD basis) of the ion C3H10N2S with charge +1 in a non-equilibrium geometry.

As for the HOMO-LUMO gap (spin up / spin down): 0.372 / 0.173 Eh. Its relative energy (zero: lowest compared OMol25 entry of this formula, charge and spin) is 1.704 eV. The LUMO energy (spin up / spin down) comes out at -3.47 / -8.87 eV. Its net charge is +1. Its molar mass is 106.194 Da. As for the spin multiplicity: 2. The value obtained for the strongest force on any atom is 1.976 eV/A.

Geometry (Å):
N: 0.039 -1.394 -0.401
C: -0.188 0.040 -0.373
C: -1.568 0.388 0.234
S: -2.873 -0.473 -0.729
C: 0.830 0.644 0.624
N: 2.230 0.406 0.219
H: 1.049 -1.523 -0.465
H: -0.212 -1.816 -1.302
H: -0.076 0.531 -1.341
H: -1.647 -0.154 1.188
H: -1.832 1.424 0.403
H: -2.289 -1.689 -0.773
H: 0.683 0.125 1.568
H: 0.632 1.720 0.676
H: 2.497 0.995 -0.551
H: 2.726 0.776 1.023

Atomic forces in eV per Å
0.0058 -0.1557 -1.1878
0.9285 0.2291 0.6289
-0.8300 -1.7465 -0.4059
0.2173 0.8977 0.4165
0.1769 0.1726 -1.1705
-0.8315 -0.1274 0.8414
0.1936 0.0465 0.8012
-0.3811 0.2317 0.2097
-0.1414 0.0530 -0.0949
0.1783 0.0733 0.0661
-0.0380 0.1784 -0.4395
0.2137 0.0376 0.1974
-0.0651 0.2407 0.2495
-0.2476 -0.0599 0.4491
-0.0128 0.2653 -0.3849
0.6335 -0.3363 -0.1762

---

No. 2
The following is a DFT calculation (the ωB97M-V functional and the def2-TZVPD basis) of an isolated molecule of C3H10N2S2 in a non-equilibrium geometry.

As for the HOMO-LUMO gap: 0.336 Eh. Its relative energy (zero: lowest compared OMol25 entry of this formula, charge and spin) is 1.436 eV. The LUMO energy comes out at 0.51 eV. Its molar mass is 138.261 Da. As for the spin multiplicity: 1. As for the SMILES: NC[C@H](N)CSS. The value obtained for the strongest force on any atom is 3.200 eV/A.

Geometry (Å):
S: 3.308 0.316 -0.307
S: 2.299 0.121 1.547
C: 0.978 -0.842 0.763
C: 0.035 0.189 -0.052
C: -1.321 0.230 0.520
N: -2.178 1.156 -0.393
N: 0.135 -0.093 -1.520
H: 3.730 -0.965 -0.244
H: 0.329 -1.560 1.418
H: 1.382 -1.755 0.144
H: 0.473 1.139 -0.063
H: -1.329 0.608 1.598
H: -1.633 -0.864 0.491
H: -3.112 0.869 -0.367
H: -2.200 2.088 0.086
H: -0.618 0.427 -1.979
H: -0.279 -1.063 -1.642

Atomic forces in eV per Å
0.1323 -0.1017 1.0790
0.2902 -0.7729 -0.8763
-1.9178 -1.9453 -0.7476
2.1728 -2.0110 -1.2158
-1.9859 0.1722 0.0091
2.2640 0.4557 2.0540
-1.8533 -2.3724 0.3326
0.1134 0.2936 -0.2400
0.9486 2.0136 -0.0547
-0.1947 2.3063 0.4348
0.8110 1.5368 0.8635
0.0707 -0.6788 -1.3201
-0.5264 1.4279 0.1016
-1.6988 -0.7233 0.0031
0.1753 -1.0595 -0.6992
0.2766 0.4597 0.2364
0.9221 0.9990 0.0397

---

No. 3
The following is a DFT calculation (the ωB97M-V functional and the def2-TZVPD basis) of a cluster of 2 separate species, C3H10N2Si in total in a non-equilibrium geometry.

As for the HOMO-LUMO gap: 0.312 Eh. Its relative energy (zero: lowest compared OMol25 entry of this formula, charge and spin) is 1.686 eV. The LUMO energy comes out at 0.75 eV. Its molar mass is 102.213 Da. As for the spin multiplicity: 1. The value obtained for the strongest force on any atom is 3.468 eV/A.

Geometry (Å):
C: 2.912 -0.018 -0.289
C: 1.970 0.781 0.139
C: -1.436 0.050 1.620
N: -0.797 -1.636 -0.717
N: -1.483 0.944 -1.369
Si: -0.743 -0.017 -0.144
H: 3.972 0.221 -0.217
H: 2.698 -0.973 -0.745
H: 2.133 1.743 0.593
H: -0.643 0.108 2.357
H: -2.079 0.915 1.760
H: -2.021 -0.841 1.834
H: -0.598 -1.792 -1.692
H: -0.393 -2.368 -0.156
H: -2.478 1.107 -1.303
H: -1.014 1.779 -1.670

Atomic forces in eV per Å
0.5390 -0.3285 -0.1661
-3.4202 -0.4864 -0.3001
0.1753 -0.0367 -0.5555
0.1344 0.3562 0.2320
0.1326 -0.0545 0.3826
2.1736 0.3777 0.5056
0.0138 0.0833 0.0746
-0.0874 -0.1956 -0.1121
0.1462 0.2226 0.1193
0.2244 0.0284 0.0424
-0.0585 0.1531 -0.0609
-0.0983 -0.1358 -0.0677
-0.0143 0.0367 -0.1079
0.0048 -0.1311 0.1103
0.0036 -0.0380 -0.0410
0.1310 0.1486 -0.0556

---

No. 4
The following is a DFT calculation (the ωB97M-V functional and the def2-TZVPD basis) of the ion C3H10N3 with charge +1 in a non-equilibrium geometry.

As for the HOMO-LUMO gap: 0.432 Eh. Its relative energy (zero: lowest compared OMol25 entry of this formula, charge and spin) is 0.309 eV. The LUMO energy comes out at -3.10 eV. Its net charge is +1. Its molar mass is 88.134 Da. As for the spin multiplicity: 1. As for the SMILES: CCNC(N)=[NH2+]. The value obtained for the strongest force on any atom is 1.941 eV/A.

Geometry (Å):
C: -0.264 -2.586 0.292
C: 0.569 -1.414 -0.219
N: -0.285 -0.225 -0.423
C: -0.123 1.024 -0.040
N: -0.533 2.005 -0.855
N: 0.550 1.379 1.049
H: -0.671 -3.104 -0.577
H: -0.987 -2.254 1.001
H: 0.371 -3.369 0.700
H: 1.311 -1.141 0.528
H: 1.095 -1.617 -1.149
H: -0.935 -0.356 -1.184
H: -1.129 1.890 -1.657
H: -0.470 2.969 -0.572
H: 0.791 2.348 1.158
H: 0.693 0.757 1.828

Atomic forces in eV per Å
1.1183 -0.5983 -1.4688
-0.0165 0.3601 1.3084
-0.5249 -0.7680 -0.4958
0.5561 0.3803 -0.8063
-0.3803 0.7576 0.1295
0.0835 -0.0810 0.1049
-0.7442 0.2364 0.1653
-0.6106 -0.0118 0.4236
0.1855 0.2334 0.4284
0.1770 0.0658 -0.0317
-0.0456 -0.0656 -0.0355
-0.0619 0.1446 -0.0611
0.1883 -0.5451 -0.0965
-0.0637 -0.0411 0.3063
0.0600 0.0049 0.2580
0.0788 -0.0722 -0.1287

---

No. 5
The following is a DFT calculation (the ωB97M-V functional and the def2-TZVPD basis) of a cluster of 2 separate species, C3H10N3 in total in a non-equilibrium geometry.

As for the HOMO-LUMO gap: 0.419 Eh. Its relative energy (zero: lowest compared OMol25 entry of this formula, charge and spin) is 3.824 eV. The LUMO energy comes out at -3.31 eV. Its net charge is +1. Its molar mass is 88.134 Da. As for the spin multiplicity: 1. The value obtained for the strongest force on any atom is 3.048 eV/A.

Geometry (Å):
C: 0.781 -1.795 -0.206
C: 0.583 -0.394 -0.542
C: -1.393 1.280 0.701
N: -0.450 -1.267 -0.888
N: 1.298 0.643 -0.991
N: -0.352 0.352 1.111
H: 1.440 -2.478 -0.757
H: 0.558 -2.193 0.703
H: -2.033 1.470 1.473
H: -0.894 2.127 0.371
H: -1.924 0.999 -0.205
H: -0.506 -1.425 -1.936
H: 0.925 1.548 -1.169
H: 2.358 0.748 -0.913
H: -0.632 -0.539 1.518
H: 0.239 0.923 1.731

Atomic forces in eV per Å
0.4904 -0.0591 -3.0073
-0.0826 0.5998 1.9143
0.4827 -1.6796 -2.0847
0.4687 0.6952 -2.0709
2.4735 -0.3235 -0.4192
1.2290 -0.3347 -0.5248
0.0041 0.7888 -0.1179
-0.4737 -0.6282 2.7196
-1.8275 0.7342 1.8554
0.8891 2.0653 -0.0897
-0.2892 -0.8088 0.1954
0.0485 0.1806 1.6210
-0.9754 0.2384 -0.5106
-2.1760 -0.9923 0.3153
-0.3145 0.6296 0.2682
0.0530 -1.1059 -0.0641

---

No. 6
The following is a DFT calculation (the ωB97M-V functional and the def2-TZVPD basis) of the ion C3H10N3 with charge +1 in a non-equilibrium geometry.

As for the HOMO-LUMO gap: 0.349 Eh. Its relative energy (zero: lowest compared OMol25 entry of this formula, charge and spin) is 4.253 eV. The LUMO energy comes out at -3.10 eV. Its net charge is +1. Its molar mass is 88.134 Da. As for the spin multiplicity: 1. As for the SMILES: C[NH2+][C@@H]1N[C@H]1N. The value obtained for the strongest force on any atom is 3.968 eV/A.

Geometry (Å):
C: -1.848 0.136 0.575
C: -0.313 -0.342 -0.226
C: 2.146 0.478 0.103
N: -0.741 0.954 0.155
N: -2.946 -0.164 -0.141
N: 1.133 -0.566 0.337
H: -1.800 -0.156 1.598
H: -0.559 -0.863 -1.226
H: 2.231 0.446 -0.953
H: 2.056 1.448 0.481
H: 3.021 0.157 0.468
H: -0.831 1.624 -0.502
H: -3.608 -0.807 0.171
H: -2.997 0.138 -1.152
H: 1.081 -0.738 1.419
H: 1.457 -1.396 -0.233

Atomic forces in eV per Å
3.0159 -1.0343 -0.8574
-0.2180 0.0153 0.6390
-1.8219 -0.3899 -2.1364
-1.0801 -3.0913 1.9155
0.7168 2.5029 -2.7649
-1.4755 -1.3250 1.2742
-0.3312 0.0438 0.5497
0.9276 1.1005 1.5767
0.3264 0.7595 -1.1100
-1.3499 1.3189 0.6207
3.3208 -1.5721 1.4594
-0.7117 2.8616 -2.6551
-1.0121 -1.0280 0.6132
-0.0638 -0.5870 1.9139
-0.0099 -0.2418 -2.6630
-0.2335 0.6670 1.6245

---

No. 7
The following is a DFT calculation (the ωB97M-V functional and the def2-TZVPD basis) of a cluster of 2 separate species, C3H10N3 in total in a non-equilibrium geometry.

As for the HOMO-LUMO gap: 0.412 Eh. Its relative energy (zero: lowest compared OMol25 entry of this formula, charge and spin) is 3.709 eV. The LUMO energy comes out at -3.09 eV. Its net charge is +1. Its molar mass is 88.134 Da. As for the spin multiplicity: 1. The value obtained for the strongest force on any atom is 3.010 eV/A.

Geometry (Å):
C: 3.203 -0.108 0.069
C: 1.765 -0.279 -0.032
C: -2.554 -0.208 0.243
N: 2.280 0.798 -0.556
N: 0.750 -0.921 0.297
N: -1.310 0.254 -0.469
H: 3.502 0.116 1.106
H: 3.970 -0.585 -0.553
H: -2.632 -1.274 -0.020
H: -2.551 -0.312 1.365
H: -3.487 0.301 -0.224
H: 2.209 1.771 -0.385
H: -0.489 -0.449 -0.231
H: 0.816 -1.907 0.513
H: -1.225 1.324 -0.456
H: -1.538 -0.097 -1.377

Atomic forces in eV per Å
1.6124 -0.9382 0.9930
1.4029 -1.4033 0.4911
-1.7698 -0.7922 -0.0157
-0.2822 1.2891 -1.0729
-1.9046 -1.0426 -0.5177
-2.6575 1.3871 0.2672
0.1345 -0.0021 -0.5421
-0.5054 0.1130 0.1450
-0.1254 0.2757 -0.2432
0.3501 1.2029 -1.1534
1.6707 -0.6928 1.2868
-0.4126 0.8702 0.1810
1.3546 1.0899 1.2592
0.8024 0.1409 0.4230
0.2993 -2.2430 -0.0941
0.0306 0.7454 -1.4072